Record 1
55
Properties=species:S:1:pos:R:3:forces:R:3:mulliken_spin:R:1 method="wB97M-V/def2-TZVPD" multiplicity=6 e_homo_ev="-16.832 / -17.143" homo_lumo_gap_ev="8.25 / 5.39" s2=8.782 relative_energy_kcal_mol=12.4 total_charge=+3 max_force_ev_per_a=1.4
Ir -0.4729 -0.1852 0.6023 0.7 0.2 1.0 2.846
C 2.1723 3.7430 2.6857 -0.2 0.3 0.2 0.001
N 2.6787 2.6906 1.8117 -0.2 -0.4 -0.1 0.028
C 3.7945 2.7800 1.0246 0.2 -0.1 -0.2 0.019
C 3.9193 1.6104 0.3573 0.1 0.3 0.0 0.026
N 2.8699 0.7997 0.7468 -0.2 0.1 0.1 0.037
C 2.1032 1.4884 1.6410 0.3 0.2 -0.1 -0.012
S 0.7163 0.9827 2.4917 -0.6 -0.5 -0.4 0.465
C 2.7507 -0.5485 0.3171 0.1 -0.2 0.0 -0.013
C 3.9107 -1.2839 0.1205 0.0 0.1 0.0 0.005
C 3.8155 -2.5848 -0.3445 0.0 0.0 0.0 0.003
C 2.5630 -3.1155 -0.6192 0.0 0.1 0.0 0.011
C 1.4568 -2.3259 -0.3843 0.2 -0.3 0.0 0.005
N 1.5423 -1.0715 0.0911 -0.6 0.1 0.0 0.180
H 2.9210 4.5247 2.7699 0.1 -0.1 0.0 0.002
H 1.9603 3.3455 3.6750 0.1 -0.1 0.0 -0.002
H 1.2591 4.1689 2.2723 0.0 -0.1 -0.1 0.000
H 4.4172 3.6579 0.9876 -0.1 0.0 0.0 0.002
H 4.6497 1.3169 -0.3752 0.0 -0.1 0.0 0.003
H 4.8745 -0.8528 0.3499 0.0 0.0 0.0 0.002
H 4.7105 -3.1773 -0.4801 0.0 0.0 0.0 0.000
H 2.4449 -4.1225 -0.9927 0.0 0.0 0.0 0.001
H 0.4592 -2.6970 -0.5832 0.0 0.0 0.1 -0.008
C -1.4750 -3.4113 5.1709 0.2 -0.3 0.1 0.000
C -1.7387 -2.5071 4.0353 -0.2 0.2 -0.2 0.076
C -2.9015 -1.8141 3.6982 0.1 0.1 -0.2 0.021
C -2.6274 -1.1260 2.5280 -0.2 -0.2 0.3 0.014
N -1.3479 -1.3889 2.1467 0.0 0.8 -1.2 0.148
N -0.8314 -2.2094 3.0879 0.1 -0.1 0.2 -0.031
C -3.4962 -0.2007 1.7514 0.1 0.0 0.0 0.036
H -2.3281 -3.4286 5.8423 0.0 0.0 0.0 0.000
H -0.5851 -3.1134 5.7281 -0.1 0.1 0.0 0.006
H -1.2941 -4.4317 4.8232 -0.1 0.0 0.0 0.008
H -3.8287 -1.8247 4.2459 0.0 0.0 0.0 0.001
H 0.1041 -2.5721 3.0085 0.1 0.0 0.0 -0.004
H -4.4398 -0.6804 1.4933 0.0 0.0 0.0 0.003
H -3.0125 0.1111 0.8186 -0.1 0.0 0.0 -0.020
H -3.7304 0.6863 2.3404 0.0 0.0 0.0 -0.002
F -4.1369 2.1730 -6.0921 -0.3 0.2 -0.2 0.095
C -3.1892 1.5226 -5.5456 0.0 -0.4 -0.1 0.352
C -2.4483 2.1116 -4.5296 0.3 0.2 0.4 0.134
N -1.4530 1.4612 -3.9444 -0.4 0.1 -0.2 0.270
C -0.6295 2.0887 -2.9184 0.4 -0.1 0.6 -0.034
C -0.6068 1.3316 -1.5852 0.1 0.3 -0.1 0.002
O 0.3109 1.5898 -0.7818 0.0 -0.1 -0.1 0.071
O -1.5076 0.4932 -1.3023 0.0 -0.5 0.3 0.084
C -1.0771 0.1114 -4.3347 0.3 -0.1 -0.2 -0.034
O -0.1195 -0.3977 -3.8331 -0.1 0.2 0.2 0.069
N -1.8630 -0.4440 -5.2967 -0.1 0.0 -0.1 -0.022
C -2.9135 0.1438 -6.0185 0.3 -0.2 0.1 0.011
O -3.4898 -0.4104 -6.8975 -0.2 0.2 0.0 0.124
H -2.6642 3.1279 -4.2181 0.0 0.0 0.0 0.005
H -0.9875 3.0981 -2.7248 -0.1 0.0 -0.1 0.009
H 0.4037 2.1472 -3.2630 -0.1 0.0 -0.1 0.009
H -1.6127 -1.3809 -5.5977 0.1 0.0 0.0 0.000


Record 2
46
Properties=species:S:1:pos:R:3:forces:R:3:mulliken_charge:R:1 method="wB97M-V/def2-TZVPD" multiplicity=1 e_homo_ev=-8.201 homo_lumo_gap_ev=8.36 relative_energy_kcal_mol=13.6 max_force_ev_per_a=0.6
C -3.5211 -2.7192 0.5907 -0.1 0.2 -0.1 -1.537
C -4.4793 -1.6392 0.1680 0.1 0.0 0.0 0.985
C -5.8128 -1.9478 -0.0487 0.0 0.1 0.0 -0.606
C -6.7247 -0.9816 -0.4359 -0.1 0.0 0.0 -0.680
C -6.2984 0.3221 -0.6111 0.0 -0.2 0.0 -0.647
C -4.9735 0.6566 -0.4035 0.1 0.2 0.0 -0.627
C -4.0558 -0.3131 -0.0131 -0.4 0.0 -0.1 0.502
N -2.7033 -0.0214 0.1905 0.3 -0.5 0.1 0.115
C -2.0853 1.2069 0.2061 0.3 0.0 0.2 0.524
O -2.6583 2.2656 0.0426 -0.4 0.2 -0.1 -0.730
N -0.7346 1.1528 0.4461 0.1 0.0 0.0 0.164
C 0.0382 -0.0715 0.4980 0.0 -0.3 0.1 -0.605
C 1.5295 0.2290 0.6289 -0.2 -0.1 -0.2 -1.502
C 2.0043 1.1209 -0.5282 0.0 0.3 0.1 0.799
C 3.4441 1.5344 -0.2455 -0.3 -0.1 -0.3 0.044
O 3.7503 2.6762 0.0070 0.0 0.0 0.1 -0.615
C 4.4658 0.4520 -0.2300 0.5 0.0 0.1 0.248
C 4.3397 -0.7511 -0.9231 0.0 0.2 0.1 -0.016
C 5.3391 -1.7036 -0.8632 0.2 -0.1 0.1 -0.795
C 6.4656 -1.4481 -0.1000 -0.2 0.1 0.0 0.405
F 7.4327 -2.3802 -0.0362 -0.1 0.1 0.0 -0.321
C 6.6253 -0.2603 0.5926 0.1 -0.2 -0.1 -0.616
C 5.6235 0.6854 0.5152 -0.2 0.0 -0.1 -0.463
C 1.0808 2.3409 -0.6873 0.0 0.1 0.1 -0.976
C 0.0169 2.3920 0.4042 0.0 0.4 -0.2 -0.965
H -4.0494 -3.6634 0.6949 0.0 -0.1 0.0 0.374
H -3.0620 -2.4855 1.5527 0.1 0.0 0.1 0.351
H -2.7308 -2.8596 -0.1491 0.1 -0.1 0.0 0.342
H -6.1431 -2.9678 0.0902 0.0 -0.1 0.0 0.313
H -7.7583 -1.2480 -0.5977 -0.1 0.0 0.0 0.375
H -6.9975 1.0875 -0.9124 0.0 0.1 0.0 0.396
H -4.6380 1.6710 -0.5338 0.0 0.0 0.0 0.496
H -2.1452 -0.8217 0.4336 0.0 0.1 0.0 0.031
H -0.1203 -0.6615 -0.4181 0.0 0.0 0.1 0.441
H -0.2660 -0.6802 1.3624 0.0 0.0 -0.1 0.465
H 1.7219 0.7278 1.5794 0.0 0.0 0.1 0.391
H 2.0795 -0.7136 0.6325 -0.1 0.0 0.1 0.561
H 1.9908 0.5315 -1.4491 0.0 0.0 0.0 0.264
H 3.4750 -0.9485 -1.5370 -0.1 0.0 0.0 0.339
H 5.2589 -2.6352 -1.4008 0.0 -0.1 0.0 0.442
H 7.5195 -0.0908 1.1709 0.1 0.0 0.1 0.440
H 5.7165 1.6267 1.0352 0.0 0.1 0.0 0.449
H 1.6791 3.2523 -0.6379 0.0 0.0 -0.1 0.414
H 0.5873 2.3091 -1.6592 0.0 0.0 0.0 0.273
H -0.7005 3.1877 0.1986 0.2 -0.1 0.1 0.455
H 0.4737 2.5847 1.3803 0.0 0.1 -0.1 0.302


> Which of these has the highest multiplicity?

C20H21FIrN7O4S


> Which of these has the lowest multiplicity?

C20H21FN2O2